{"formula": "CH35O20", "method": "ωB97M-V/def2-TZVPD", "relative_energy_ev": 0.0000, "gap_ev": 9.47, "homo_energy_ev": -7.17, "total_charge": -1, "e_lumo_ev": 2.3, "elements": ["H", "H", "O", "H", "H", "H", "O", "H", "H", "O", "O", "O", "O", "H", "H", "O", "O", "O", "O", "O", "O", "H", "H", "H", "H", "O", "O", "H", "H", "H", "H", "H", "H", "H", "H", "H", "H", "H", "H", "H", "O", "H", "H", "O", "O", "H", "C", "H", "O", "H", "H", "H", "O", "H", "O", "H"], "coordinates": [[1.493518, 0.285893, 1.703018], [-2.366482, 3.527893, -0.673982], [1.231518, -1.649107, -3.896982], [2.135518, -1.424107, -0.085982], [0.825518, -0.813107, -3.804982], [-2.699482, -2.583107, 2.379018], [2.934518, 1.256893, -2.023982], [0.708518, -3.295107, -0.451982], [-0.648482, -2.482107, -1.836982], [-0.072482, -2.922107, -0.158982], [1.123518, -0.310107, -0.916982], [0.784518, 3.125893, 0.818018], [2.172518, -3.310107, -2.070982], [0.841518, -2.948107, 1.602018], [-2.494482, -1.126107, 1.587018], [-3.254482, -0.102107, 0.580018], [-2.113482, -1.799107, 2.188018], [-1.759482, 1.730893, 2.232018], [-0.277482, 1.422893, -0.900982], [0.616518, 3.626893, -2.514982], [-3.317482, 0.222893, 3.844018], [3.633518, -1.329107, 0.226018], [3.648518, 1.396893, -1.409982], [0.045518, -2.036107, 0.153018], [-2.885482, -0.584107, 3.564018], [2.294518, 0.732893, 1.981018], [-2.439482, 2.647893, -0.390982], [-2.092482, 2.140893, 1.410018], [2.118518, 1.084893, 2.880018], [-0.494482, 0.313893, 3.319018], [-0.433482, -2.187107, -3.294982], [1.470518, 3.674893, 0.470018], [0.622518, 2.394893, 0.216018], [-2.872482, 0.865893, 3.245018], [-1.549482, 2.263893, -0.592982], [-0.583482, 1.333893, -3.876982], [2.428518, -2.826107, -1.245982], [2.263518, 0.695893, -1.614982], [2.125518, -1.510107, -4.083982], [-3.834482, 0.617893, 0.909018], [0.740518, -2.572107, 2.481018], [1.837518, -2.612107, -2.618982], [1.266518, 3.479893, -3.232982], [0.086518, -0.145107, 3.926018], [-1.111482, -2.300107, -2.611982], [0.173518, 0.404893, 4.696018], [0.215518, 0.387893, -0.440982], [0.622518, 2.752893, -2.093982], [0.247518, 0.915893, -3.654982], [0.160518, 1.041893, -2.705982], [-1.566482, 2.512893, 2.784018], [-3.448482, -0.207107, -0.319982], [2.908518, -1.950107, 0.183018], [-0.131482, -2.127107, 2.493018], [-0.309482, -0.116107, 0.669018], [-1.021482, 0.405893, 0.990018]], "atomic_forces_ev_per_a": [[-0.22, -0.31, 0.42], [0.04, 2.01, -0.52], [-1.06, -2.06, -0.34], [0.12, 0.50, 0.18], [-0.73, 2.20, 0.20], [0.77, 1.65, -0.83], [0.30, 0.70, -1.05], [2.74, -0.96, -1.25], [1.28, -0.71, 2.40], [-3.27, -0.15, 0.75], [0.11, 0.44, -0.37], [-0.77, 0.30, 1.22], [0.61, -0.54, 1.58], [-0.25, -0.03, 0.23], [-0.57, -1.02, 0.02], [-0.43, 1.27, 2.08], [-0.14, -1.19, 1.07], [-0.08, 1.06, 0.31], [0.06, 1.11, -1.22], [0.64, -0.19, -0.65], [-0.10, 0.95, -0.25], [0.13, 0.22, 0.10], [0.09, -0.07, 0.46], [0.33, 0.79, 0.22], [0.23, -0.71, 0.02], [0.66, 0.66, 0.65], [-0.28, -1.64, 0.83], [-0.04, 0.10, -0.39], [-0.10, -0.60, -1.04], [-0.26, 0.23, -0.07], [-0.33, -0.29, 0.37], [0.59, 0.21, -0.56], [0.22, 0.41, -0.27], [-0.47, -0.39, 0.60], [-0.34, -0.18, -0.03], [-0.37, 0.07, -0.84], [0.48, -0.64, -0.77], [-0.06, -0.47, 0.38], [2.10, 0.52, -0.61], [0.54, -0.67, -0.30], [-0.15, 0.25, 0.52], [-0.69, 0.48, -0.60], [-0.51, 0.20, 0.55], [0.32, -0.44, -0.18], [-1.60, 0.82, -2.84], [-0.15, 0.38, 0.44], [0.29, -2.16, -0.09], [-0.06, 0.36, 0.21], [-0.24, 0.09, -0.18], [0.48, -0.37, 0.75], [0.24, -0.55, -0.31], [-0.28, -0.26, -2.14], [-0.07, -0.57, 0.10], [0.54, -0.48, -0.12], [0.83, -1.27, 0.62], [-1.15, 0.94, 0.54]]}

***

{"formula": "C17H24N2O2S", "method": "ωB97M-V/def2-TZVPD", "relative_energy_ev": 1.5601, "gap_ev": 8.16, "homo_energy_ev": -7.71, "smiles": "CCCNC(=S)N1CCC(C(=O)c2ccc(OC)cc2)CC1", "e_lumo_ev": 0.4, "elements": ["H", "C", "C", "C", "H", "C", "H", "H", "N", "O", "H", "S", "H", "C", "C", "C", "H", "C", "H", "H", "H", "O", "C", "H", "C", "H", "C", "N", "H", "H", "H", "C", "H", "H", "H", "H", "C", "C", "C", "H", "H", "C", "H", "H", "H", "C"], "coordinates": [[-1.953139, -4.035968, -2.295021], [3.458899, 0.953154, -0.085029], [-0.650834, 2.303115, -0.777129], [-1.899427, -0.138807, 1.231723], [-2.516443, -1.023608, -0.484961], [-0.193854, 0.880384, -1.086839], [-1.373316, 1.988554, 2.538065], [-0.546115, -3.740870, -1.276161], [-2.290075, 1.116578, 0.896861], [-0.921525, 0.097915, -1.670816], [4.250600, 1.676634, 0.031128], [-0.966478, -0.411427, 2.582339], [-1.500031, -2.385007, -1.878226], [-0.443444, 2.689224, 0.699839], [1.406942, -0.869797, -0.440530], [-1.667316, 2.258491, 1.523441], [-2.269986, 2.249818, -2.205418], [-2.128607, 2.467291, -1.146702], [5.708620, 0.666235, 1.606840], [-2.421081, 3.502931, -0.968456], [2.074376, 2.438145, -0.697458], [4.858147, -0.926533, 0.582799], [2.637705, -1.308279, -0.020894], [0.599784, -1.568897, -0.590160], [-1.989633, -2.539689, 0.839947], [-2.411400, 3.058167, 1.569888], [2.212182, 1.387406, -0.490591], [-2.350545, -1.179083, 0.499111], [0.443128, 2.193827, 1.094320], [-0.907121, -2.619702, 1.006325], [-3.473664, -3.279827, -0.517670], [1.161924, 0.488870, -0.665327], [-2.397127, -4.515080, 0.132809], [-0.048505, 2.963366, -1.411092], [-2.479557, -2.785924, 1.788095], [-0.301678, 3.767239, 0.788589], [3.683123, -0.398952, 0.169741], [-2.434607, -3.497250, -0.259005], [5.945077, -0.065644, 0.828467], [2.825665, -2.352023, 0.173647], [-3.924644, 2.008347, -0.004888], [-2.995259, 1.506879, -0.304408], [6.755647, -0.706432, 1.171485], [6.257888, 0.456106, -0.081684], [-3.268188, 0.635069, -0.893852], [-1.556111, -3.404950, -1.503156]], "atomic_forces_ev_per_a": [[0.03, -0.04, -0.12], [0.44, -0.05, 0.13], [-0.28, 0.04, -0.10], [-0.30, 0.00, 0.35], [-0.03, 0.12, 0.10], [-0.03, 0.40, -0.15], [-0.12, 0.14, -0.16], [0.13, 0.00, -0.01], [0.05, -0.14, -0.14], [0.07, 0.03, -0.05], [0.09, 0.03, 0.01], [0.46, -0.20, 0.56], [0.08, 0.08, -0.10], [-0.06, -0.04, 0.07], [0.01, 0.20, 0.00], [0.24, 0.27, 0.30], [-0.07, 0.06, 0.02], [0.20, -0.14, -0.11], [0.00, -0.02, -0.04], [0.00, 0.02, -0.02], [-0.04, 0.11, 0.05], [-0.26, -0.18, -0.04], [0.24, 0.03, 0.05], [-0.09, -0.08, 0.00], [-0.11, -0.43, 0.18], [-0.02, -0.02, -0.03], [-0.37, -0.23, -0.12], [-0.06, 0.10, -0.46], [-0.05, 0.08, 0.06], [-0.14, -0.01, 0.01], [-0.08, -0.09, 0.03], [0.47, -0.33, -0.01], [-0.08, 0.02, 0.03], [0.03, -0.04, 0.02], [0.16, -0.02, -0.10], [0.05, 0.03, 0.00], [-0.29, 0.02, -0.12], [0.15, 0.16, 0.00], [0.20, 0.17, 0.03], [0.01, -0.13, 0.03], [0.05, -0.07, -0.07], [-0.39, -0.03, -0.27], [-0.03, 0.09, -0.02], [-0.03, -0.01, 0.04], [0.00, 0.14, 0.08], [-0.23, -0.06, 0.09]]}

***

> Which formula does entry 1 have?

CH35O20